(1)
Density functional theory data (ωB97M-V with the def2-TZVPD basis set) for the molecule C9H8BrN.

Output
M ... 210.07 u
ΔE to the lowest compared entry with this formula, charge and spin ... 5.717 eV
HOMO-LUMO gap (spin up / spin down) ... 0.2506 / 0.2505 hartree
Electronic energy ... -2976.27660 Ha

Last columns: bonded neighbours and bond lengths (Å).
Element x y z (Å)
1 C -3.30541 1.15288 0.19425  C2 1.295, Br11 2.118, H12 1.061
2 C -2.26231 1.90772 0.05505  C1 1.295, C9 1.328
3 C 2.59008 -0.78228 -0.39293  C4 1.314, C5 1.393, H13 1.068
4 C 2.25873 -1.31133 0.76289  C3 1.314, C6 1.390, H14 1.120
5 C 1.56926 -0.41978 -1.26938  C3 1.393, C7 1.351, H15 1.009
6 C 0.94426 -1.41000 1.20370  C4 1.390, C8 1.404, H16 1.137
7 C 0.27647 -0.56712 -0.90502  C5 1.351, C8 1.391, H17 1.030
8 C -0.10480 -1.07617 0.33205  C6 1.404, C7 1.391, N10 1.389
9 C -1.11959 2.58022 -0.01129  C2 1.328, H18 1.087, H19 1.120
10 N -1.39108 -1.45370 0.69393  C8 1.389, Br11 1.739
11 Br -2.69225 -0.82070 -0.27046  C1 2.118, N10 1.739
12 H -4.32499 1.23232 0.47821  C1 1.061
13 H 3.60882 -0.67346 -0.69298  C3 1.068
14 H 3.00565 -1.52695 1.56925  C4 1.120
15 H 1.85831 0.07164 -2.10218  C5 1.009
16 H 0.61468 -2.07922 2.06240  C6 1.137
17 H -0.40850 -0.49327 -1.67045  C7 1.030
18 H -0.56447 2.80281 0.89651  C9 1.087
19 H -0.55285 2.86638 -0.93355  C9 1.120



(2)
Density functional theory data (ωB97M-V with the def2-TZVPD basis set) for a cluster of 2 separate species, C9H8BrN3 in total.

Output
SMILES string ... c1ccc2[nH]nnc2c1.CC#CBr
M ... 238.09 u
ΔE to the lowest compared entry with this formula, charge and spin ... 4.257 eV
HOMO-LUMO gap ... 0.3530 hartree
Electronic energy ... -3085.89323 Ha

Last columns: bonded neighbours and bond lengths (Å).
Element x y z (Å)
1 C -1.48669 -1.94127 1.34147  C2 1.470, C9 1.369, H10 1.116
2 C -0.85335 -2.80242 0.33251  C1 1.470, C3 1.403, H11 1.088
3 C -0.50515 -2.25938 -0.91341  C2 1.403, C4 1.378, H12 1.119
4 C -0.72747 -0.90739 -1.05660  C3 1.378, N5 1.394, C8 1.460
5 N -0.21997 0.00300 -1.98288  C4 1.394, N6 1.286, H13 1.071
6 N -0.43920 1.21545 -1.61611  N5 1.286, N7 1.328
7 N -1.08579 1.27867 -0.45841  N6 1.328, C8 1.397
8 C -1.26850 -0.03499 -0.01886  C4 1.460, N7 1.397, C9 1.388
9 C -1.62457 -0.58620 1.20411  C1 1.369, C8 1.388, H14 1.101
10 H -1.63575 -2.40710 2.34469  C1 1.116
11 H -0.74940 -3.81493 0.71658  C2 1.088
12 H -0.24265 -2.77920 -1.86917  C3 1.119
13 H 0.26531 -0.34281 -2.87322  N5 1.071
14 H -2.01652 0.06019 2.00461  C9 1.101
15 C 1.37464 3.13812 0.43540  C16 1.449, H19 1.128, H20 1.203, H21 1.197
16 C 1.97963 1.82389 0.50839  C15 1.449, C17 1.216
17 C 2.43794 0.70709 0.36487  C16 1.216, Br18 1.842
18 Br 3.13607 -0.99653 0.40824  C17 1.842
19 H 1.47135 3.46043 -0.64078  C15 1.128
20 H 0.21195 3.20378 0.73534  C15 1.203
21 H 1.97812 3.98159 1.03324  C15 1.197



(3)
Density functional theory data (ωB97M-V with the def2-TZVPD basis set) for a cluster of 2 separate species, C9H8BrNO in total.

Output
M ... 226.07 u
ΔE to the lowest compared entry with this formula, charge and spin ... 0.160 eV
HOMO-LUMO gap ... 0.2743 hartree
Electronic energy ... -3051.67514 Ha

Last columns: bonded neighbours and bond lengths (Å).
Element x y z (Å)
1 C 0.56758 2.00233 1.84812  C2 1.388, C3 1.387, H13 1.080
2 C -0.21357 1.12542 2.58824  C1 1.388, C4 1.380, H14 1.080
3 C 0.87005 1.72090 0.52433  C1 1.387, C5 1.381, H15 1.079
4 C -0.70755 -0.02272 2.00232  C2 1.380, C6 1.406, H16 1.081
5 C 0.38261 0.57890 -0.08005  C3 1.381, C6 1.399, H17 1.080
6 C -0.41837 -0.30088 0.65525  C4 1.406, C5 1.399, C8 1.428
7 C 0.33415 -1.93067 -2.39651  C9 1.426, N10 1.273, H18 1.098
8 C -1.00109 -1.47969 0.09732  C6 1.428, O11 1.172
9 C -0.95476 -1.35561 -2.19475  C7 1.426, Br12 1.897, H19 1.077
10 N 1.37734 -1.20158 -2.38907  C7 1.273, H20 1.016
11 O -1.52786 -2.46770 0.44269  C8 1.172
12 Br -2.46002 -2.44308 -2.58178  C9 1.897
13 H 0.94726 2.90216 2.30870  C1 1.080
14 H -0.43055 1.33440 3.62572  C2 1.080
15 H 1.48995 2.39956 -0.04066  C3 1.079
16 H -1.31722 -0.71485 2.56511  C4 1.081
17 H 0.65169 0.33858 -1.09835  C5 1.080
18 H 0.34715 -3.02317 -2.50117  C7 1.098
19 H -1.12979 -0.30828 -2.37294  C9 1.077
20 H 2.24961 -1.70903 -2.50420  N10 1.016



(4)
Density functional theory data (ωB97M-V with the def2-TZVPD basis set) for the molecule C9H8Cl2N2O2.

Output
SMILES string ... C/C(Cl)=[N+](\[O-])O[C@@H]1C=CC=CC1=C=NCl
M ... 247.08 u
ΔE to the lowest compared entry with this formula, charge and spin ... 4.999 eV
HOMO-LUMO gap ... 0.2638 hartree
Electronic energy ... -1527.84919 Ha

Last columns: bonded neighbours and bond lengths (Å).
Element x y z (Å)
1 C -3.87223 0.96916 0.69408  C2 1.465, H16 1.188, H17 1.094, H18 1.103
2 C -2.65751 0.88182 -0.11993  C1 1.465, Cl3 1.687, N4 1.277
3 Cl -2.66246 1.41806 -1.71911  C2 1.687
4 N -1.56242 0.48880 0.40632  C2 1.277, O5 1.206, O6 1.459
5 O -1.27584 0.30562 1.56298  N4 1.206
6 O -0.46777 0.44406 -0.55716  N4 1.459, C7 1.447
7 C 0.79798 0.09306 0.05075  O6 1.447, C8 1.499, C12 1.492, H19 1.230
8 C 2.04234 0.80053 -0.39521  C7 1.499, C9 1.326, H20 1.149
9 C 3.15507 0.16004 -0.72867  C8 1.326, C10 1.383, H21 1.016
10 C 3.23230 -1.21852 -0.81269  C9 1.383, C11 1.374, H22 1.036
11 C 2.13762 -1.99496 -0.51726  C10 1.374, C12 1.406, H23 1.027
12 C 0.93702 -1.38334 -0.11586  C7 1.492, C11 1.406, C13 1.305
13 C -0.12942 -2.08636 0.15367  C12 1.305, N14 1.226
14 N -1.12477 -2.63370 0.61382  C13 1.226, Cl15 1.797
15 Cl -2.48802 -3.02866 -0.48786  N14 1.797
16 H -4.71043 0.52067 -0.01870  C1 1.188
17 H -3.86690 0.51299 1.68849  C1 1.094
18 H -4.20110 2.02038 0.75743  C1 1.103
19 H 0.65160 0.43337 1.22351  C7 1.230
20 H 2.09228 1.93309 -0.58192  C8 1.149
21 H 4.01202 0.69000 -0.85984  C9 1.016
22 H 4.07706 -1.65467 -1.22320  C10 1.036
23 H 2.05789 -3.00723 -0.67272  C11 1.027